Record 1
{"formula": "C5H10N2S", "method": "the ωB97M-V functional and the def2-TZVPD basis", "symbols": ["C", "C", "C", "C", "C", "H", "H", "H", "H", "H", "H", "H", "H", "H", "H", "N", "N", "S"], "xyz": [[-1.425, 0.806, -0.514], [-1.508, -0.455, 0.389], [0.021, -0.947, 0.351], [-0.019, 1.355, -0.294], [2.563, -0.677, 0.911], [-0.765, -0.134, -2.889], [-2.226, 1.531, -0.205], [-2.289, -1.114, -0.088], [-1.847, -0.066, 1.475], [0.239, -1.441, 1.314], [0.209, -1.675, -0.456], [0.244, 1.925, -1.132], [0.070, 1.869, 0.670], [3.593, -0.553, 1.441], [2.094, -1.566, 0.981], [0.831, 0.154, -0.014], [2.002, 0.371, 0.381], [-1.789, 0.617, -2.322]], "gap_ha": 0.3252, "smiles": "C=NN1CC[C@H](S)C1", "charge": 0, "total_energy_ev": -19159.738, "relative_energy_ev": 3.167}

***

Record 2
{"formula": "C5H10N2S", "method": "the ωB97M-V functional and the def2-TZVPD basis", "symbols": ["C", "C", "C", "C", "C", "H", "H", "H", "H", "H", "H", "H", "H", "H", "H", "N", "N", "S"], "xyz": [[3.134, 0.031, -0.261], [2.078, -0.243, 0.705], [0.621, -0.018, 0.063], [0.053, -1.181, -0.707], [-1.214, -1.782, -0.381], [4.150, -0.499, 0.049], [3.377, 1.298, -0.234], [2.910, -0.369, -1.424], [2.176, -1.174, 1.225], [2.053, 0.480, 1.439], [0.714, -1.745, -1.456], [-1.691, -2.586, -0.895], [-1.647, -0.488, 1.070], [-3.039, -1.406, 0.662], [-0.857, 2.947, -0.366], [-1.961, -1.323, 0.726], [0.128, 1.174, 0.265], [-1.459, 1.484, -0.220]], "gap_ha": 0.3260, "smiles": "CCC(/C=C\\N)=N/S", "charge": 0, "total_energy_ev": -19158.823, "relative_energy_ev": 4.083}

***

Record 3
{"formula": "C5H10N2S2", "method": "the ωB97M-V functional and the def2-TZVPD basis", "symbols": ["C", "C", "C", "C", "C", "N", "N", "S", "S", "H", "H", "H", "H", "H", "H", "H", "H", "H", "H"], "xyz": [[-2.190, 1.292, 0.148], [-0.259, 2.646, -1.102], [0.574, -2.147, 1.791], [1.311, -1.659, 0.586], [0.612, -0.738, -0.337], [-1.379, 0.378, 0.292], [-0.094, 0.385, 0.149], [-1.941, 2.786, -0.752], [0.355, 2.331, -2.755], [-3.159, 1.163, 0.536], [0.527, 2.890, -0.469], [-0.081, -1.384, 2.203], [-0.115, -2.983, 1.517], [1.308, -2.471, 2.416], [1.824, -2.450, 0.074], [2.081, -1.114, 0.954], [1.357, -0.383, -1.005], [-0.001, -1.344, -0.965], [-0.729, 2.801, -3.282]], "gap_ha": [0.2786, 0.2815], "charge": 0, "total_energy_ev": -29993.259, "relative_energy_ev": 4.542}

***

Record 4
{"formula": "C5H10N2Si", "method": "the ωB97M-V functional and the def2-TZVPD basis", "symbols": ["C", "C", "C", "C", "C", "N", "N", "Si", "H", "H", "H", "H", "H", "H", "H", "H", "H", "H"], "xyz": [[-1.424, -2.059, -1.678], [-2.355, -1.450, -0.853], [-0.346, -0.565, -0.553], [1.322, 0.142, 2.034], [1.178, 2.112, -0.329], [-0.223, -1.506, -1.504], [-1.631, -0.438, -0.245], [1.134, 0.319, 0.142], [-1.515, -2.979, -2.356], [-3.388, -1.583, -0.453], [2.281, 0.546, 2.471], [0.663, 0.814, 2.621], [1.044, -0.835, 2.276], [0.112, 2.385, -0.359], [1.620, 2.703, 0.363], [1.488, 2.332, -1.241], [-2.199, 0.281, 0.340], [2.238, -0.221, -0.677]], "gap_ha": 0.3440, "smiles": "C[SiH](C)c1ncc[nH]1", "charge": 0, "total_energy_ev": -16204.207, "relative_energy_ev": 1.529}

***

Record 5
{"formula": "C5H10N3", "method": "the ωB97M-V functional and the def2-TZVPD basis", "symbols": ["C", "C", "C", "C", "C", "N", "N", "N", "H", "H", "H", "H", "H", "H", "H", "H", "H", "H"], "xyz": [[-1.015, -1.530, 0.066], [-1.697, 0.688, -0.274], [1.547, -0.259, -0.999], [0.282, -1.299, 0.711], [-0.649, 1.134, 0.608], [-1.732, -0.682, -0.552], [1.456, -0.875, 0.181], [0.454, 1.646, 0.199], [-1.299, -2.550, -0.072], [-2.493, 0.928, 0.397], [-1.639, 1.340, -1.128], [2.608, -0.182, -1.272], [0.804, -0.458, -1.797], [0.367, -1.910, 1.547], [-0.773, 1.079, 1.738], [2.275, -0.907, 0.652], [1.094, 2.134, 0.817], [0.409, 1.703, -0.822]], "gap_ha": [0.2937, 0.2937], "charge": 1, "total_energy_ev": -9806.664, "relative_energy_ev": 5.085}

***

Record 6
{"formula": "C5H10N3", "method": "the ωB97M-V functional and the def2-TZVPD basis", "symbols": ["C", "C", "C", "C", "C", "N", "N", "N", "H", "H", "H", "H", "H", "H", "H", "H", "H", "H"], "xyz": [[0.755, 0.479, -1.673], [-0.197, -1.325, 0.596], [2.110, 0.158, 0.157], [-1.003, -0.354, -0.136], [-1.831, 0.337, 0.969], [-0.066, -2.282, 1.354], [-0.235, 0.815, -0.811], [1.977, 0.138, -1.207], [0.554, 0.527, -2.731], [1.679, 1.015, 0.659], [2.779, -0.441, 0.768], [-1.697, -0.872, -0.777], [-2.072, -0.235, 1.870], [-2.758, 0.726, 0.509], [-1.360, 1.300, 1.404], [0.869, -2.463, 1.810], [-1.040, 1.401, -1.246], [2.631, -0.486, -1.901]], "gap_ha": [0.2404, 0.2866], "charge": 1, "total_energy_ev": -9805.898, "relative_energy_ev": 5.850}

***

Record 7
{"formula": "C5H10N3O", "method": "the ωB97M-V functional and the def2-TZVPD basis", "symbols": ["C", "C", "C", "C", "C", "N", "N", "N", "O", "H", "H", "H", "H", "H", "H", "H", "H", "H", "H"], "xyz": [[-0.727, -0.309, -0.762], [1.582, -1.619, 0.569], [1.748, 0.926, 0.583], [3.156, 0.509, 0.845], [-1.988, 0.318, -1.197], [-2.002, -1.000, -0.375], [2.069, -0.501, 0.895], [-2.500, 1.360, -0.377], [1.312, -2.718, 0.365], [-0.388, -0.976, -1.500], [1.209, 1.333, 1.452], [1.305, 1.237, -0.367], [3.919, 0.555, 0.169], [3.705, 0.586, 1.762], [-2.379, 0.312, -2.123], [-2.207, -0.925, 0.624], [-1.973, 1.471, 0.459], [-2.329, -1.914, -0.749], [-3.511, 1.354, -0.273]], "gap_ha": 0.2714, "charge": 1, "total_energy_ev": -11852.327, "relative_energy_ev": 6.452}

***

Record 8
{"formula": "C5H10N3O2", "method": "the ωB97M-V functional and the def2-TZVPD basis", "symbols": ["C", "C", "C", "C", "C", "N", "N", "N", "O", "O", "H", "H", "H", "H", "H", "H", "H", "H", "H", "H"], "xyz": [[1.697, 0.711, 0.578], [1.281, -0.672, 0.573], [-1.487, 0.104, -0.097], [-0.900, 0.656, -1.366], [-1.846, 1.085, 0.984], [1.951, -1.387, -0.284], [-1.773, -1.142, -0.067], [1.883, -2.612, -0.593], [1.347, 1.463, 1.515], [2.327, 1.076, -0.482], [0.633, -0.996, 1.417], [-1.717, 1.109, -1.889], [-0.228, -0.141, -1.877], [-0.190, 1.514, -0.997], [-1.171, 1.067, 1.845], [-2.859, 0.966, 1.293], [-1.853, 2.004, 0.571], [2.571, -0.655, -0.666], [-2.360, -1.346, 0.717], [2.694, -2.804, -1.175]], "gap_ha": 0.2746, "charge": -1, "total_energy_ev": -13911.313, "relative_energy_ev": 0.000}

***

Record 9
{"formula": "C5H10N3O2", "method": "the ωB97M-V functional and the def2-TZVPD basis", "symbols": ["C", "C", "C", "C", "C", "N", "N", "N", "O", "O", "H", "H", "H", "H", "H", "H", "H", "H", "H", "H"], "xyz": [[1.651, -0.585, -0.768], [3.092, -0.793, -0.491], [1.194, -0.712, -2.166], [-1.405, -0.602, 0.354], [-0.263, 1.535, 1.057], [1.992, -0.208, 1.358], [1.042, -0.279, 0.328], [-0.150, 0.127, 0.835], [3.989, -0.956, -1.227], [3.178, -0.700, 0.882], [0.986, -1.806, -2.227], [2.078, -0.480, -2.765], [0.231, -0.198, -2.455], [-2.059, -0.533, 1.113], [-1.786, -0.311, -0.612], [-1.105, -1.588, 0.337], [0.394, 1.832, 1.868], [-0.291, 2.086, 0.167], [-1.266, 1.573, 1.469], [1.649, -0.842, 2.093]], "gap_ha": 0.3449, "smiles": "Cc1c(=O)o[nH][n+]1N(C)C", "charge": 1, "total_energy_ev": -13901.156, "relative_energy_ev": 5.002}

***

Record 10
{"formula": "C5H10N3OS", "method": "the ωB97M-V functional and the def2-TZVPD basis", "symbols": ["C", "C", "C", "C", "C", "N", "N", "N", "O", "S", "H", "H", "H", "H", "H", "H", "H", "H", "H", "H"], "xyz": [[1.589, 0.136, -1.058], [0.390, 0.618, -1.436], [1.963, -0.256, 0.333], [-1.280, -0.274, 0.095], [-2.519, 0.063, 0.739], [-0.766, 0.653, -0.623], [0.924, -0.400, 1.114], [3.261, -0.431, 0.592], [-3.289, 1.173, 0.336], [-0.916, -1.897, -0.039], [2.315, 0.292, -1.745], [0.173, 1.221, -2.364], [-2.497, 0.255, 1.820], [-3.187, -0.775, 0.767], [-1.259, 1.460, -0.620], [1.210, -0.436, 2.079], [3.971, -0.239, -0.107], [3.556, -0.504, 1.549], [-3.716, 0.955, -0.421], [0.076, -1.612, -1.011]], "gap_ha": 0.3215, "charge": 1, "total_energy_ev": -22691.446, "relative_energy_ev": 1.409}

***

Record 11
{"formula": "C5H10N3OS", "method": "the ωB97M-V functional and the def2-TZVPD basis", "symbols": ["C", "C", "C", "C", "C", "N", "N", "N", "O", "S", "H", "H", "H", "H", "H", "H", "H", "H", "H", "H"], "xyz": [[-1.979, -0.181, 0.042], [1.315, -1.020, -1.007], [-0.148, -0.706, 1.018], [0.449, 0.629, 0.683], [1.499, 0.393, -0.476], [-1.986, 1.103, -0.042], [-2.755, -1.116, -0.422], [-0.708, 1.667, 0.459], [2.759, 0.753, 0.119], [0.613, -2.089, 0.305], [0.732, -1.224, -1.914], [2.234, -1.400, -1.492], [-0.497, -0.822, 1.980], [0.954, 1.147, 1.509], [1.474, 1.200, -1.193], [-2.444, -2.115, -0.250], [-3.782, -0.976, -0.835], [-0.798, 2.255, 1.343], [-0.392, 2.414, -0.295], [3.461, 0.088, 0.468]], "gap_ha": 0.3434, "charge": 1, "total_energy_ev": -22690.087, "relative_energy_ev": 2.769}

***

Record 12
{"formula": "C5H10N3S", "method": "the ωB97M-V functional and the def2-TZVPD basis", "symbols": ["C", "C", "C", "C", "C", "N", "N", "N", "S", "H", "H", "H", "H", "H", "H", "H", "H", "H", "H"], "xyz": [[-1.245, 1.963, 0.139], [-1.462, 1.553, 1.373], [-0.298, -0.246, -0.064], [-0.955, -1.452, -0.659], [1.220, -0.206, 0.283], [-0.569, 1.012, -0.767], [1.666, -1.273, 0.885], [1.871, 0.904, 0.008], [-0.972, -0.047, 1.705], [-1.230, 3.011, -0.159], [-1.733, 2.182, 2.195], [-0.866, -1.662, -1.768], [-0.681, -2.387, -0.036], [-2.095, -1.330, -0.557], [2.657, -1.416, 1.347], [0.953, -1.797, 1.218], [-1.039, 0.876, -1.764], [1.430, 1.753, -0.370], [2.849, 1.202, 0.447]], "gap_ha": 0.3090, "smiles": "C[C@@]1(C(N)=[NH2+])NC=CS1", "charge": 1, "total_energy_ev": -20645.182, "relative_energy_ev": 0.683}

***

- Which formula does entry 3 have?
  C5H10N2S2